66
Properties=species:S:1:pos:R:3 method="wB97M-V/def2-TZVPD" de_lowest_kcal_mol=35.3 e_tot_ev=-45762.2154 homo_energy_ev=-10.7111 homo_lumo_gap_ev=10.7
O 2.33799 -1.54371 3.06961
H 2.79282 -2.12888 2.47194
H 1.99508 -0.84945 2.53614
O 0.78346 1.95459 -4.58435
H 0.62883 1.20386 -3.93780
H -0.12412 2.32308 -4.62672
O 2.93913 3.15066 -3.45793
H 3.56804 2.46425 -3.25898
H 2.23601 2.81898 -4.08490
O 2.17080 -3.88727 1.32835
H 2.14432 -3.42150 0.49242
H 2.47214 -4.78766 1.22863
O -2.73341 -1.94713 3.47643
H -2.01824 -2.25465 4.03631
H -3.55888 -2.38120 3.78950
O -2.23083 -1.59031 0.50163
H -2.38604 -1.85409 1.46233
H -1.35065 -1.91533 0.35156
O -1.05639 -2.41478 -2.86189
H -2.02899 -2.35715 -2.55835
H -1.05981 -3.16212 -3.48751
O 1.06055 -2.06622 -0.41587
H 1.48911 -1.18814 -0.37683
H 0.57550 -2.16339 -1.25547
O 0.56790 4.31745 0.99867
H -0.31115 4.72725 0.83224
H 0.77344 4.75837 1.79825
O -3.39159 -2.34687 -1.64189
H -2.87861 -2.26375 -0.80040
H -3.97054 -3.10559 -1.55669
O 2.25951 0.56995 0.18775
H 1.45801 0.91295 0.76729
H 2.89411 1.36868 0.18236
O -0.49712 2.45174 4.66021
H -0.61673 1.49570 4.77543
H -0.13933 2.84214 5.46459
O 3.04736 3.27727 -0.63162
H 2.85725 3.46916 -1.59244
H 2.91545 4.17898 -0.23722
O 0.07903 1.12701 1.71644
H 0.32952 1.97640 2.16649
H -0.87338 1.20615 1.37392
O -0.10819 -4.64506 3.32244
H -0.08078 -5.56186 3.00787
H 0.59320 -4.12233 2.85660
O -0.45315 -2.79780 5.00669
H 0.32370 -2.23074 4.90719
H -0.22175 -3.63119 4.64704
O 0.92304 -4.96851 -5.06208
H 1.53480 -5.58783 -5.50607
H 1.51610 -4.58125 -4.39248
O -1.80663 5.07562 -0.35707
H -1.19393 4.63130 -0.94728
H -2.70333 4.69617 -0.45144
O -2.16306 2.07574 -1.68525
H -1.82206 1.31363 -2.20187
H -1.51458 2.79620 -1.94709
O 0.04121 0.30978 -2.42797
H 0.32205 0.53915 -1.46485
H -0.26220 -0.60484 -2.56016
O 0.19294 3.84479 -1.74851
H 0.89774 3.50071 -2.25770
H 0.56049 3.86498 -0.84055
O -2.46942 1.21114 0.96519
H -2.57461 0.31129 0.70411
H -2.68108 1.59551 0.13168

66
Properties=species:S:1:pos:R:3 method="wB97M-V/def2-TZVPD" de_lowest_kcal_mol=10.2 e_tot_ev=-45763.3042 homo_energy_ev=-10.8128 homo_lumo_gap_ev=10.8
O -3.55345 -0.54847 -0.83476
H -4.53093 -0.57130 -0.96388
H -3.36994 0.32286 -0.39565
O -2.26514 -4.60561 -1.67285
H -1.73680 -4.18663 -0.89949
H -1.83236 -5.45314 -1.91923
O -2.15170 0.79135 -2.81500
H -3.13417 0.64858 -2.77473
H -1.87911 0.91562 -3.74450
O -3.11007 1.88233 0.69179
H -3.27906 2.72371 0.25899
H -2.13648 1.91641 0.67791
O -0.79189 -2.33576 -3.30768
H -1.39781 -1.56794 -3.25618
H -1.36385 -3.08202 -3.06362
O 1.17565 -0.65749 -1.95919
H 0.75757 -0.76458 -1.08783
H 1.05567 -1.44372 -2.52806
O 3.85718 0.13761 2.02052
H 3.96929 -0.36894 1.19551
H 4.73696 0.20009 2.43820
O -0.42254 1.38102 1.50560
H 0.52869 1.68918 1.41117
H -0.63511 1.73504 2.39540
O -1.43210 -1.71465 3.56277
H -2.02612 -1.05619 3.99332
H -1.59652 -1.34548 2.64513
O 0.53404 1.86865 -2.42770
H 0.88570 0.96262 -2.27889
H -0.46846 1.68435 -2.51054
O -0.41643 0.52490 -5.01732
H 0.28441 0.88192 -4.48969
H -0.35372 -0.43775 -4.88772
O 3.93909 -0.74695 -0.26321
H 3.07806 -0.74841 -0.63477
H 4.57496 -0.29283 -0.86891
O 5.60916 1.05443 -1.42199
H 6.45895 1.16726 -0.97645
H 5.23219 1.95227 -1.38343
O -4.39214 -2.88665 1.82014
H -3.63986 -3.37728 1.44061
H -4.74166 -3.35882 2.56427
O 2.11144 3.53709 -1.00285
H 1.79727 4.42622 -0.74821
H 1.35061 3.09272 -1.41603
O -1.82694 -2.67396 0.43973
H -2.40654 -2.05615 -0.06504
H -1.02268 -2.14272 0.54525
O -3.88811 -0.21925 2.57523
H -3.74963 0.05985 1.67072
H -4.09967 -1.20217 2.41837
O 4.75452 4.00616 -1.50739
H 5.00424 4.51444 -0.73064
H 3.84099 3.75417 -1.31193
O -1.83000 1.52236 4.14277
H -2.09096 2.36525 4.60422
H -2.54558 1.33936 3.51983
O 1.79351 -2.61718 2.99431
H 1.01159 -2.31604 3.53668
H 2.55244 -2.09063 3.24109
O 2.24037 2.15927 1.46161
H 3.05797 1.69472 1.67363
H 2.30834 2.56330 0.60188
O 0.44666 -1.00773 0.67824
H 1.06752 -1.37785 1.32511
H 0.10250 -0.22084 1.11530

8
Properties=species:S:1:pos:R:3 method="wB97M-V/def2-TZVPD" de_lowest_kcal_mol=68.2 e_tot_ev=-32019.4552 homo_energy_ev="-9.4544 / -8.6203" homo_lumo_gap_ev="7.8 / 7.3"
Si 1.14364 -0.11072 -0.73223
Si -0.81672 0.10216 0.55547
I -2.23509 2.03441 0.11669
I -2.14978 -1.93350 -0.00442
H 2.04143 -1.17227 -0.27082
H 0.99737 -0.26763 -2.14004
H 1.55011 1.39981 -0.60542
H -0.53097 -0.05225 3.08078

7
Properties=species:S:1:pos:R:3 method="wB97M-V/def2-TZVPD" de_lowest_kcal_mol=0.5 e_tot_ev=-12263.6520 total_charge=-1 homo_energy_ev=-3.8403 homo_lumo_gap_ev=7.5
I 1.02425 -1.23389 2.14799
O 0.04119 1.61633 -0.22542
H -0.68672 2.10609 0.16888
H 0.48406 1.18969 0.52997
O -0.29674 -1.42194 -1.21825
H -0.31639 -0.46455 -1.08284
H -0.24964 -1.79173 -0.32033

9
Properties=species:S:1:pos:R:3 method="wB97M-V/def2-TZVPD" de_lowest_kcal_mol=87.2 e_tot_ev=-16429.7338 total_charge=-1 smiles="NN[P@H](=O)[O-]" homo_energy_ev=-4.1947 homo_lumo_gap_ev=8.8
N 0.92880 0.30301 0.55437
N -0.03085 -0.70472 0.22628
P -1.53775 -0.03762 -0.20138
O -1.28979 1.55831 0.46123
O -2.71014 -0.90636 0.22807
H 1.34172 0.69199 -0.30993
H 0.22724 0.91830 0.87977
H 0.08171 -1.50379 -0.41812
H -1.43217 0.31501 -1.66787

10
Properties=species:S:1:pos:R:3 method="wB97M-V/def2-TZVPD" de_lowest_kcal_mol=83.4 e_tot_ev=-17061.1488 homo_energy_ev="-9.3675 / -8.9165" homo_lumo_gap_ev="8.4 / 8.1"
N -0.38013 1.01488 0.70277
N 2.28949 0.01814 -0.06100
O 2.50447 1.04410 0.54133
O 3.07354 -0.81406 -0.46465
O -0.02925 -1.44287 0.99639
Si 0.40371 -0.34765 -0.01676
H -1.31270 0.89750 1.20852
H -0.07119 1.98519 0.73656
H 0.54949 -2.18698 1.32554
H 0.81566 -0.89650 -2.46918

9
Properties=species:S:1:pos:R:3 method="wB97M-V/def2-TZVPD" de_lowest_kcal_mol=105.0 e_tot_ev=-26757.1637 homo_energy_ev="-8.2449 / -8.2474" homo_lumo_gap_ev="7.8 / 7.8"
N 0.72854 -0.44661 -0.78087
N -1.32698 0.39705 1.05535
O 0.61619 -1.58784 -0.40098
S 1.86220 0.61685 0.34023
S -1.10623 0.62263 -0.38208
H 0.98672 -0.18905 -1.82800
H -1.34324 1.22526 1.73824
H 1.38633 -0.13528 1.22919
H -1.80353 -0.50301 -0.97109

8
Properties=species:S:1:pos:R:3 method="wB97M-V/def2-TZVPD" de_lowest_kcal_mol=49.3 e_tot_ev=-24712.6319 smiles="[H]/N=[NH+]/[S-].S" homo_energy_ev=-9.1687 homo_lumo_gap_ev=8.5
H 2.67022 -1.45146 -1.06341
N 1.98766 -1.11711 -0.41157
N 0.74129 -1.21468 -0.62430
S -0.44785 -0.62716 0.32173
H 0.35338 -1.72250 -1.59864
S -2.10237 2.51517 1.21059
H -2.02331 1.69375 0.14413
H -1.17901 1.92399 2.02147